{
  "formula": "C30H45BrCuN2P2S",
  "method": "ωB97M-V/def2-TZVPD",
  "orbital_gap_ev": [6.998, 4.555],
  "relative_energy_kcal_mol": 57.5,
  "spin_multiplicity": 2,
  "s2": 0.758,
  "lumo_energy_ev": [-6.0, -8.4],
  "total_charge": 2,
  "elements": ["N", "C", "C", "C", "C", "C", "C", "Cu", "P", "C", "C", "C", "C", "C", "C", "C", "Br", "H", "H", "H", "H", "H", "H", "H", "H", "H", "H", "P", "C", "C", "H", "H", "H", "H", "H", "C", "C", "H", "H", "H", "H", "H", "C", "C", "H", "H", "H", "H", "H", "C", "C", "H", "H", "H", "H", "H", "C", "C", "H", "H", "H", "H", "H", "C", "C", "H", "H", "H", "H", "H", "S", "C", "N", "C", "C", "C", "C", "H", "H", "H", "H", "H"],
  "positions_angstrom": [[6.05864, 0.55492, 2.07392], [5.24889, 0.18411, 3.07529], [4.29604, -0.83584, 2.95207], [4.21269, -1.56554, 1.74112], [5.10489, -1.17500, 0.71479], [5.99246, -0.10878, 0.91676], [3.23832, -2.59185, 1.53804], [-1.07094, -0.26955, -0.61466], [-3.29771, -0.00515, -1.08389], [3.06887, -3.24928, 0.34403], [1.75962, -3.49576, -0.19008], [1.52494, -3.42465, -1.59719], [0.23433, -3.13914, -2.06473], [-0.80740, -3.00697, -1.13382], [-0.61567, -3.29327, 0.21919], [0.64666, -3.64759, 0.67839], [-2.69736, -3.14601, -1.75581], [2.57985, -2.78845, 2.37276], [3.89699, -3.37297, -0.35921], [3.62272, -1.02158, 3.79674], [5.11201, -1.67461, -0.24388], [5.34463, 0.71598, 4.03880], [6.64757, 0.23747, 0.10251], [2.37319, -3.53743, -2.28542], [0.81662, -3.99460, 1.69927], [0.04006, -2.99098, -3.12464], [-1.46473, -3.21261, 0.88651], [0.47688, 1.03247, -1.70994], [-3.89249, -0.89780, 0.43884], [-5.23720, -1.60744, 0.54736], [-3.86845, -0.10792, 1.21138], [-3.08109, -1.59668, 0.69063], [-5.32601, -1.96028, 1.58680], [-6.08619, -0.93616, 0.36756], [-5.31843, -2.48851, -0.09686], [-3.36559, -0.31125, -2.92385], [-4.73540, -0.58706, -3.52684], [-2.72377, -1.20274, -3.11350], [-2.89299, 0.55368, -3.42994], [-4.62275, -1.27993, -4.37178], [-5.43238, -1.03027, -2.80485], [-5.16995, 0.33488, -3.93556], [-4.05330, 1.64455, -0.83313], [-5.57175, 1.55465, -0.68473], [-3.77288, 2.28647, -1.68722], [-3.58987, 2.09597, 0.06540], [-6.02757, 2.50339, -0.98388], [-5.99974, 0.77184, -1.32102], [-5.87996, 1.36328, 0.34831], [0.46383, 2.87750, -1.56002], [-0.89443, 3.53342, -1.74266], [1.18365, 3.24187, -2.31594], [0.87400, 3.14188, -0.57044], [-0.73870, 4.58569, -2.01150], [-1.49187, 3.06648, -2.53587], [-1.44661, 3.52322, -0.79474], [0.18200, 0.83182, -3.51988], [0.75200, -0.45302, -4.10513], [0.60222, 1.71309, -4.02977], [-0.91185, 0.87218, -3.65308], [0.55386, -0.47282, -5.18230], [1.83731, -0.51424, -3.96638], [0.28947, -1.33428, -3.65480], [2.29499, 0.84012, -1.39339], [2.82180, 1.55982, -0.14957], [2.81700, 1.24092, -2.27774], [2.50008, -0.24263, -1.34122], [3.90787, 1.44531, -0.06966], [2.64762, 2.64398, -0.16939], [2.37988, 1.14111, 0.75928], [-0.66470, 1.47365, 1.05303], [0.19990, 1.05467, 2.46113], [1.29928, 1.81932, 2.82275], [1.92666, 1.69956, 4.03338], [1.55702, 0.66389, 4.87393], [0.38475, -0.05532, 4.60411], [-0.25705, 0.10626, 3.38152], [1.59072, 2.56668, 2.19104], [2.66674, 2.47056, 4.26165], [2.16569, 0.44265, 5.74763], [-0.02883, -0.71942, 5.35709], [-1.16226, -0.42562, 3.10797]]
}